No. 1
{"formula": "C37H60N6O7RbS2Si", "method": "ωB97M-V/def2-TZVPD", "species": ["Rb", "O", "C", "O", "C", "O", "C", "C", "O", "O", "H", "H", "H", "H", "H", "O", "C", "C", "C", "C", "C", "C", "N", "H", "H", "H", "H", "H", "H", "H", "C", "C", "C", "N", "C", "S", "N", "C", "O", "C", "C", "C", "C", "C", "C", "H", "H", "H", "H", "H", "H", "H", "H", "H", "H", "H", "H", "H", "H", "C", "C", "C", "C", "Si", "C", "C", "C", "C", "C", "C", "C", "C", "H", "H", "H", "H", "H", "H", "H", "H", "H", "H", "H", "H", "H", "H", "H", "H", "H", "H", "H", "H", "H", "H", "H", "H", "H", "H", "H", "C", "C", "C", "N", "N", "C", "N", "S", "H", "H", "H", "H", "H", "H", "H"], "coordinates": [[0.1407, 0.3495, -0.0431], [3.8967, 1.1135, -0.6890], [2.9351, 2.0334, -0.6374], [2.1450, 2.2298, -1.5274], [2.8431, 2.7438, 0.7053], [1.9719, 1.9482, 1.4798], [1.2233, 2.6469, 2.4829], [0.0456, 1.7094, 2.8419], [0.1214, 1.1352, 3.9558], [-0.8122, 1.5726, 1.9554], [3.7479, 0.5668, -1.5141], [2.4135, 3.7334, 0.5293], [3.8261, 2.8358, 1.1795], [0.8456, 3.5844, 2.0635], [1.8585, 2.8390, 3.3523], [-1.3338, -3.0243, -0.2820], [-0.6110, -4.1943, 0.0069], [0.8560, -3.9416, 0.2869], [1.7397, -5.0146, 0.4012], [3.0613, -4.7629, 0.7153], [3.4721, -3.4459, 0.8694], [2.5292, -2.4469, 0.7114], [1.2417, -2.6827, 0.4562], [-1.3992, -2.5173, 0.5428], [-0.7004, -4.8519, -0.8603], [-1.0420, -4.7129, 0.8708], [1.3826, -6.0267, 0.2537], [3.7610, -5.5781, 0.8448], [4.4964, -3.1959, 1.1085], [2.8193, -1.4036, 0.7937], [2.4536, -0.1877, 6.3686], [2.8931, -0.0225, 4.9219], [2.5488, -1.2146, 4.0424], [1.1021, -1.4279, 3.9778], [0.4862, -2.5331, 3.6050], [-1.1129, -2.6030, 3.1218], [1.2497, -3.7182, 3.5744], [2.0746, -4.2980, 4.5083], [2.8005, -5.2249, 4.1928], [1.9898, -3.8410, 5.9332], [3.1278, -3.9857, 6.7205], [3.0893, -3.6485, 8.0626], [1.9051, -3.1888, 8.6258], [0.7633, -3.0698, 7.8484], [0.8018, -3.3916, 6.4988], [2.7321, 0.6861, 6.9596], [2.9018, -1.0696, 6.8339], [1.3697, -0.2917, 6.4314], [3.9764, 0.1187, 4.8583], [2.4206, 0.8642, 4.4984], [3.0441, -2.1077, 4.4187], [2.9220, -1.0375, 3.0281], [0.5390, -0.5568, 3.9330], [1.0745, -4.3022, 2.7673], [4.0315, -4.3674, 6.2642], [3.9790, -3.7464, 8.6714], [1.8724, -2.9279, 9.6762], [-0.1618, -2.7205, 8.2878], [-0.0966, -3.3069, 5.9007], [-3.6647, 1.2350, -5.0836], [-2.3948, 0.9919, -4.2647], [-1.8185, -0.3671, -4.6919], [-1.3434, 2.0066, -4.7327], [-2.5027, 1.0372, -2.2520], [-2.7734, 2.9749, -1.8355], [-3.3082, 3.1106, -0.4025], [-1.3909, 3.6517, -1.8089], [-3.6801, 3.8058, -2.7467], [-4.2435, 0.1617, -1.8232], [-4.2478, -0.1402, -0.3147], [-5.5490, 0.8848, -2.1610], [-4.2877, -1.2166, -2.4973], [-3.4293, 1.2362, -6.1598], [-4.1303, 2.1937, -4.8506], [-4.4165, 0.4610, -4.9234], [-1.7245, -0.4133, -5.7879], [-2.4257, -1.2149, -4.3703], [-0.8211, -0.4819, -4.2644], [-1.1086, 1.8390, -5.7953], [-0.4122, 1.9043, -4.1663], [-1.6787, 3.0390, -4.6369], [-2.7154, 2.5353, 0.3139], [-4.3488, 2.7970, -0.3117], [-3.2611, 4.1651, -0.0918], [-0.7450, 3.2063, -1.0470], [-1.4992, 4.7175, -1.5554], [-0.8570, 3.5925, -2.7564], [-4.6903, 3.3975, -2.8098], [-3.2940, 3.8831, -3.7644], [-3.7640, 4.8322, -2.3574], [-4.2061, 0.7528, 0.3066], [-3.3905, -0.7612, -0.0408], [-5.1584, -0.6944, -0.0427], [-5.6605, 1.8145, -1.6012], [-6.4107, 0.2502, -1.9030], [-5.6296, 1.1301, -3.2213], [-3.3738, -1.7851, -2.2966], [-4.4218, -1.1570, -3.5782], [-5.1297, -1.8001, -2.0971], [5.1940, 0.7538, -4.0915], [4.2933, -0.2077, -4.8533], [3.2012, -0.7712, -3.9977], [3.0847, -0.5446, -2.7358], [1.9793, -1.1108, -2.1559], [1.2791, -1.7999, -3.0061], [0.1751, -2.5275, -2.6885], [1.9310, -1.7705, -4.6169], [5.9626, 1.1523, -4.7535], [5.6867, 0.2558, -3.2568], [4.6183, 1.5871, -3.6891], [4.8777, -1.0316, -5.2726], [3.8318, 0.3014, -5.7035], [-0.2118, -2.3591, -1.7613], [-0.5517, -2.5290, -3.3891]], "atomic_forces_ev_per_a": [[0.00, -0.64, -0.79], [-0.01, 0.00, 0.00], [0.02, -0.05, 0.07], [0.04, 0.08, -0.03], [0.04, 0.03, 0.00], [0.03, 0.03, 0.01], [0.06, 0.01, -0.05], [0.04, 0.06, 0.16], [0.03, -0.02, 0.05], [-0.18, 0.35, 0.58], [-0.01, -0.02, 0.01], [0.01, 0.00, 0.02], [-0.01, 0.01, 0.00], [-0.02, 0.01, 0.03], [0.00, 0.04, -0.01], [-0.04, 0.00, 0.08], [0.01, -0.05, 0.03], [0.01, 0.00, 0.08], [-0.03, 0.00, 0.00], [0.03, 0.01, 0.01], [-0.02, 0.00, -0.01], [0.00, -0.04, 0.01], [0.05, 0.06, -0.15], [0.00, 0.01, 0.01], [0.00, 0.02, -0.01], [-0.01, -0.01, -0.02], [0.00, 0.00, 0.01], [0.00, 0.00, 0.00], [0.01, -0.01, 0.00], [-0.01, 0.00, -0.02], [-0.03, -0.02, 0.05], [0.02, 0.04, -0.05], [0.03, -0.05, -0.01], [0.00, 0.09, -0.12], [0.05, -0.10, -0.11], [-0.04, 0.00, 0.04], [0.01, -0.01, 0.00], [-0.01, -0.12, 0.05], [-0.06, 0.08, 0.01], [0.00, -0.06, -0.07], [0.00, 0.04, 0.05], [0.01, -0.01, -0.03], [-0.02, 0.00, 0.03], [0.01, -0.01, -0.03], [0.02, 0.01, 0.04], [0.01, 0.00, 0.00], [0.01, 0.01, -0.04], [0.00, 0.02, -0.02], [0.00, -0.01, 0.04], [0.00, 0.00, 0.03], [0.02, 0.05, 0.00], [-0.02, 0.01, 0.05], [-0.06, 0.06, 0.17], [0.01, 0.01, 0.04], [0.00, -0.01, -0.01], [0.00, 0.00, 0.00], [0.00, 0.01, 0.00], [0.00, 0.00, 0.00], [-0.01, 0.01, -0.02], [-0.06, 0.03, 0.00], [0.09, -0.01, 0.00], [-0.04, -0.01, 0.03], [0.02, 0.02, -0.02], [-0.17, 0.08, -0.37], [0.14, -0.03, 0.12], [0.00, 0.03, 0.00], [0.02, 0.02, 0.02], [-0.05, 0.01, -0.03], [0.08, -0.14, 0.10], [-0.01, 0.00, 0.01], [-0.03, 0.05, -0.02], [-0.01, 0.00, -0.01], [0.00, 0.00, -0.01], [0.01, -0.02, -0.01], [0.01, -0.03, 0.01], [0.01, -0.01, 0.00], [-0.04, 0.00, 0.00], [0.05, -0.01, 0.01], [0.00, 0.00, 0.00], [0.00, -0.01, 0.00], [-0.01, -0.01, -0.01], [0.01, 0.00, 0.00], [-0.01, 0.00, -0.01], [0.00, 0.00, 0.00], [-0.02, -0.02, 0.00], [-0.02, 0.00, 0.01], [-0.01, 0.01, 0.01], [0.00, 0.00, 0.01], [0.00, 0.01, 0.02], [-0.01, 0.01, 0.00], [0.00, 0.01, -0.01], [0.01, -0.01, -0.01], [-0.01, 0.00, 0.00], [0.01, 0.00, 0.01], [-0.01, 0.00, 0.00], [0.01, -0.01, 0.01], [0.01, 0.01, 0.01], [-0.01, 0.02, -0.02], [0.00, 0.00, 0.00], [0.03, 0.02, 0.02], [-0.05, -0.03, -0.04], [0.08, 0.08, 0.07], [-0.04, -0.02, -0.02], [0.14, -0.04, -0.01], [-0.10, 0.07, 0.14], [0.02, -0.01, -0.10], [0.00, -0.02, -0.10], [0.00, 0.00, -0.01], [0.00, -0.01, 0.00], [-0.01, 0.00, -0.01], [0.00, 0.00, 0.01], [0.01, 0.01, 0.00], [-0.01, 0.04, 0.02], [-0.02, 0.02, -0.03]], "total_energy_ha": -3411.1887, "max_force_ev_per_a": 1.014, "total_charge": -1, "de_lowest_kj_mol": 57.5, "homo_ev": -2.83}

No. 2
{"formula": "C37H61BN11O2", "method": "ωB97M-V/def2-TZVPD", "species": ["C", "O", "B", "O", "N", "C", "N", "C", "N", "C", "C", "C", "C", "C", "C", "N", "H", "H", "H", "H", "H", "H", "H", "H", "H", "H", "H", "H", "C", "C", "C", "C", "N", "H", "H", "H", "H", "H", "H", "H", "C", "C", "C", "C", "N", "H", "H", "H", "H", "H", "H", "H", "C", "C", "C", "C", "N", "H", "H", "H", "H", "H", "H", "H", "C", "C", "C", "C", "N", "H", "H", "H", "H", "H", "H", "H", "C", "C", "C", "C", "N", "H", "H", "H", "H", "H", "H", "H", "C", "C", "C", "C", "N", "H", "H", "H", "H", "H", "H", "H", "C", "C", "C", "C", "N", "H", "H", "H", "H", "H", "H", "H"], "coordinates": [[0.7698, 1.3451, -1.3871], [0.0693, 1.6244, -2.6066], [0.1073, 0.6575, -3.5487], [1.2437, 0.3589, -4.2557], [-1.1165, -0.0819, -3.8957], [-2.2638, -0.0980, -3.1756], [-2.4974, 0.5232, -2.0128], [-3.7367, 0.1931, -1.6852], [-4.3103, -0.6081, -2.5806], [-5.6060, -1.2207, -2.6243], [-6.7160, -0.4198, -2.8235], [-7.9581, -1.0212, -2.8335], [-8.0671, -2.3908, -2.6590], [-6.9394, -3.1752, -2.4562], [-5.6911, -2.5864, -2.4468], [-3.3603, -0.7937, -3.5458], [1.7859, 0.9980, -1.5890], [0.2464, 0.5573, -0.8423], [0.8133, 2.2524, -0.7934], [1.3436, -0.5774, -4.4513], [-1.1273, -0.6211, -4.7483], [-4.2678, 0.5074, -0.7971], [-6.6196, 0.6494, -2.9536], [-8.8457, -0.4193, -2.9766], [-9.0429, -2.8588, -2.6606], [-7.0081, -4.2452, -2.3078], [-4.8054, -3.1871, -2.2797], [-3.5169, -1.3594, -4.3653], [-8.4726, -7.2843, -5.4622], [-7.1331, -6.7739, -5.9783], [-5.9423, -7.2999, -5.1660], [-6.0179, -6.8890, -3.7650], [-6.0911, -6.5890, -2.6599], [-8.6580, -6.9507, -4.4403], [-9.2880, -6.9166, -6.0837], [-8.5086, -8.3746, -5.4733], [-7.1228, -5.6819, -5.9638], [-6.9961, -7.0798, -7.0162], [-5.0004, -6.9323, -5.5750], [-5.9118, -8.3903, -5.1954], [4.4649, 4.0255, 1.1398], [5.4536, 3.0952, 0.4506], [4.8100, 1.7861, -0.0248], [4.2347, 1.0206, 1.0782], [3.7751, 0.4237, 1.9432], [4.0535, 3.5720, 2.0424], [4.9569, 4.9488, 1.4357], [3.6353, 4.2776, 0.4738], [6.2759, 2.8620, 1.1295], [5.8864, 3.5961, -0.4176], [5.5448, 1.1587, -0.5309], [4.0069, 1.9989, -0.7341], [-3.1917, -3.7323, 0.9913], [-3.6984, -3.2543, 2.3467], [-5.2259, -3.3244, 2.4685], [-5.8847, -2.4896, 1.4662], [-6.4022, -1.8460, 0.6695], [-3.5747, -3.1007, 0.1855], [-2.1030, -3.6980, 0.9551], [-3.5028, -4.7590, 0.7912], [-3.3712, -2.2283, 2.5237], [-3.2651, -3.8658, 3.1384], [-5.5511, -2.9907, 3.4542], [-5.5743, -4.3499, 2.3334], [3.3849, -0.4869, 5.0923], [4.5760, -0.0478, 5.9332], [4.9847, -1.0894, 6.9828], [3.9008, -1.3623, 7.9248], [3.0485, -1.5802, 8.6608], [2.4951, -0.6280, 5.7097], [3.1593, 0.2643, 4.3420], [3.5923, -1.4228, 4.5700], [4.3435, 0.8950, 6.4314], [5.4305, 0.1353, 5.2789], [5.8500, -0.7390, 7.5472], [5.2565, -2.0278, 6.4945], [7.2052, 6.9868, -0.7107], [8.3781, 7.4228, 0.1585], [8.6997, 6.4130, 1.2664], [7.5690, 6.2278, 2.1742], [6.6816, 6.0822, 2.8866], [6.2884, 6.9038, -0.1243], [7.0247, 7.7099, -1.5054], [7.4010, 6.0185, -1.1766], [8.1642, 8.3933, 0.6087], [9.2691, 7.5473, -0.4584], [9.5546, 6.7428, 1.8574], [8.9504, 5.4419, 0.8349], [-6.2787, 5.7092, -3.1468], [-5.9914, 4.7001, -4.2514], [-7.2362, 3.9083, -4.6732], [-7.7961, 3.1409, -3.5614], [-8.2513, 2.5599, -2.6821], [-6.6219, 5.2156, -2.2367], [-5.3803, 6.2731, -2.8993], [-7.0461, 6.4204, -3.4557], [-5.2161, 4.0035, -3.9228], [-5.6034, 5.2147, -5.1313], [-7.0002, 3.2113, -5.4787], [-8.0113, 4.5837, -5.0389], [10.3045, -1.2213, 7.0611], [9.0561, -2.0783, 6.8889], [8.7597, -2.4127, 5.4208], [8.5406, -1.1943, 4.6450], [8.3636, -0.2294, 4.0501], [10.1954, -0.2576, 6.5622], [10.4938, -1.0277, 8.1162], [11.1833, -1.7201, 6.6486], [8.1958, -1.5596, 7.3156], [9.1749, -3.0093, 7.4449], [7.8706, -3.0394, 5.3431], [9.5932, -2.9580, 4.9750]], "atomic_forces_ev_per_a": [[0.25, -0.08, -0.04], [-0.11, -0.27, 0.03], [0.25, 0.29, -0.22], [-0.11, -0.24, 0.52], [-0.31, 0.01, 0.17], [-0.24, 0.01, 0.13], [0.17, -0.06, -0.11], [-0.24, -0.19, -0.12], [0.34, 0.29, 0.11], [-0.04, 0.08, -0.13], [0.20, 0.14, 0.03], [-0.31, -0.01, -0.04], [-0.05, -0.22, 0.11], [-0.07, -0.16, -0.14], [0.12, -0.22, 0.03], [0.40, 0.10, -0.05], [0.01, 0.09, -0.06], [-0.06, 0.15, 0.13], [-0.10, 0.01, -0.01], [0.08, 0.06, -0.35], [-0.01, -0.01, 0.01], [0.03, -0.05, -0.05], [0.00, 0.00, 0.04], [0.06, 0.06, 0.03], [0.00, 0.04, -0.01], [-0.09, 0.03, 0.01], [0.03, 0.03, 0.05], [-0.27, -0.05, 0.08], [0.01, 0.03, -0.01], [-0.10, -0.01, 0.02], [-0.08, 0.08, -0.12], [0.05, -0.17, 0.01], [0.01, 0.19, 0.07], [0.02, -0.02, 0.01], [-0.01, -0.01, -0.01], [0.00, -0.01, 0.00], [0.03, 0.00, -0.01], [0.06, 0.00, 0.00], [0.02, -0.04, -0.01], [0.01, -0.01, 0.01], [-0.01, 0.01, -0.07], [-0.05, 0.08, 0.12], [0.14, 0.16, -0.05], [0.01, -0.02, -0.06], [-0.08, -0.05, -0.04], [-0.01, -0.02, -0.01], [-0.03, 0.02, 0.04], [-0.01, -0.02, 0.00], [0.01, -0.02, -0.01], [0.01, -0.06, -0.04], [-0.03, -0.04, -0.01], [0.02, 0.00, -0.03], [0.02, 0.03, 0.02], [0.04, -0.02, -0.09], [0.14, 0.01, 0.05], [-0.11, -0.09, 0.05], [0.10, 0.17, -0.15], [-0.03, -0.01, 0.00], [0.00, -0.01, 0.00], [-0.01, 0.00, -0.01], [-0.01, 0.01, 0.04], [-0.04, 0.00, 0.03], [-0.02, -0.02, 0.00], [-0.02, 0.00, 0.00], [-0.08, 0.04, 0.17], [-0.08, -0.03, -0.16], [0.00, 0.22, -0.15], [0.10, -0.10, 0.04], [-0.11, 0.01, 0.05], [0.04, -0.05, 0.04], [-0.01, -0.03, -0.05], [0.01, 0.01, -0.02], [0.05, 0.00, 0.05], [0.06, 0.00, 0.07], [0.00, -0.05, 0.04], [0.00, -0.02, 0.02], [0.01, 0.03, 0.01], [-0.07, -0.01, -0.07], [0.01, 0.11, -0.09], [0.10, -0.08, 0.06], [-0.10, 0.02, 0.02], [0.01, -0.02, 0.02], [0.00, -0.01, -0.01], [0.00, 0.00, 0.00], [0.02, 0.00, 0.02], [0.03, -0.01, 0.04], [0.02, -0.02, 0.00], [0.01, -0.01, 0.02], [0.03, -0.02, -0.01], [0.00, 0.07, 0.08], [0.15, 0.04, 0.00], [-0.16, 0.10, -0.06], [0.10, -0.13, 0.03], [-0.03, -0.01, -0.01], [0.00, 0.01, 0.00], [-0.01, 0.00, 0.00], [0.00, -0.02, -0.03], [-0.02, -0.04, -0.04], [-0.03, 0.02, -0.03], [-0.02, -0.01, 0.00], [-0.03, 0.01, 0.00], [0.14, 0.06, 0.09], [0.04, 0.02, 0.25], [-0.07, -0.07, -0.13], [-0.03, 0.10, -0.04], [0.00, -0.01, -0.03], [0.01, -0.01, 0.00], [0.01, 0.00, -0.01], [-0.03, -0.03, 0.00], [-0.06, -0.05, -0.07], [0.00, -0.01, -0.07], [0.00, -0.01, -0.01]], "total_energy_ha": -2223.9612, "max_force_ev_per_a": 0.585, "total_charge": 1, "homo_ev": -12.26}